No. 1
Formula: H41O21
Source: the OMol25 dataset
Level of theory: ωB97M-V/def2-TZVPD

As for the HOMO energy: -0.268 hartree. The value obtained for the energy above the lowest of the compared OMol25 structures with the same formula, charge and spin is 94.8 kcal/mol. The calculation puts the gap between HOMO and LUMO at 9.033 eV. The calculation puts the calculated total energy at -43664.2622 eV.

Geometry as ORCA input:
```
! wB97M-V def2-TZVPD RIJCOSX def2/J DEFGRID3
* xyz -1 1
O -4.10539 -3.18657 -1.14582
H -3.78399 -2.45207 -0.63053
H -3.76633 -3.40117 -2.00600
O 4.06557 -1.22767 2.52800
H -2.48923 -0.87736 -0.06205
H 3.52700 -0.46477 2.29046
O 3.22158 -3.85558 0.55358
H -2.95636 -2.54013 1.16988
H 3.50381 -2.99816 0.88939
O -3.18149 -2.47314 2.10751
H 1.59752 -2.16060 0.27530
H 1.35675 -3.27199 -3.20009
O -1.15439 -0.50170 1.82238
H -0.39602 -0.44771 1.21861
H -0.85877 -0.32205 2.71554
O 1.46993 -0.75812 3.99383
H -0.38710 1.80916 0.99581
H 2.27244 -1.30111 4.11426
O -0.79297 2.70587 1.09440
H 2.94140 -3.65153 -0.34921
H 4.64539 -1.40444 1.78381
O -3.42854 0.45202 2.74226
H -2.28739 -2.67827 2.40509
H 2.01676 0.04109 4.05979
O 0.71946 -0.80099 -2.29657
H -3.51471 0.23849 3.67455
H 1.69346 -1.37068 1.68371
O 0.43728 2.72144 -1.78051
H -1.26931 2.32881 0.33534
H 1.04052 3.11297 -1.14788
O 2.73031 2.16077 -0.45332
H -5.32291 -0.09585 -0.71992
H 2.82862 1.34479 -0.95381
O 5.01745 0.02033 -1.38395
H 4.83547 0.51177 -2.18978
H 4.20158 -0.34734 -1.03750
O 1.55734 -1.32951 0.74342
H 0.08595 -0.06539 -1.94794
H 0.92735 -0.72990 -3.19738
O -3.20752 3.40668 0.11052
H -2.53220 4.07617 0.04502
H -3.02012 2.59114 0.56157
O -0.32472 0.45716 -0.52103
H -3.38972 3.15632 -1.78968
H 0.35610 -0.17479 -0.26640
O -4.89467 -0.12546 -1.55159
H -3.92965 -0.26849 -1.53157
O 1.81188 -3.20825 -2.35510
H 0.02525 1.96980 -1.23661
H 1.51921 -2.28722 -2.13883
O 1.90340 1.63807 2.21906
H 1.59909 1.77597 -4.13004
H 1.72238 2.19670 2.98099
O 2.09125 1.61238 -3.32005
H -2.22852 3.22381 -2.85035
H 1.33073 1.71353 -2.63039
O -3.15985 3.39759 -2.69936
H -2.53694 0.07975 2.52984
H 1.29685 2.03095 1.57219
O -2.50954 -1.23068 -0.97836
H -1.75837 -0.60826 -1.16821
H 2.83761 1.84344 0.45367
*
```

=====

No. 2
Formula: H42O21
Source: the OMol25 dataset
Level of theory: ωB97M-V/def2-TZVPD

As for the HOMO energy: -0.415 hartree. The value obtained for the energy above the lowest of the compared OMol25 structures with the same formula, charge and spin is 67.9 kcal/mol. The calculation puts the gap between HOMO and LUMO at 11.286 eV. The calculation puts the calculated total energy at -43682.8691 eV.

Geometry as ORCA input:
```
! wB97M-V def2-TZVPD RIJCOSX def2/J DEFGRID3
* xyz 0 1
O -2.41635 -17.20612 8.58326
H -3.04807 -16.56020 8.97998
H -1.92658 -17.59386 9.34569
O -3.17769 -13.63709 6.42655
H -2.86257 -13.27189 5.58299
H -2.44297 -14.24718 6.64193
O -1.81133 -12.06049 8.48369
H -1.93843 -11.15057 8.83162
H -2.31734 -12.15311 7.67277
O 2.35806 -14.04105 11.75458
H 1.41777 -13.84565 11.69692
H 2.68953 -13.55464 10.97868
O 0.09392 -18.37927 6.02157
H -0.44611 -17.99618 5.35331
H -0.35633 -19.19637 6.23367
O 1.98823 -17.01479 7.77338
H 1.10546 -17.01574 7.35286
H 2.57778 -17.53332 7.21285
O 3.00498 -19.54376 6.09915
H 2.10135 -19.26962 6.15342
H 2.96338 -20.39796 6.50895
O -5.37606 -16.02771 8.52617
H -5.68076 -16.86387 8.81837
H -5.77519 -15.80771 7.67871
O 0.70487 -11.93764 7.46511
H -0.17472 -11.94405 7.90191
H 0.54903 -11.41023 6.67121
O -1.36523 -18.43297 10.79675
H -0.42599 -18.26651 10.94572
H -1.84736 -17.68320 11.24587
O 0.58376 -14.98846 4.73803
H 0.03525 -15.55731 5.29001
H 0.64844 -15.41645 3.86987
O 0.93931 -14.45086 8.49045
H 1.01824 -13.67318 7.92857
H 1.43827 -15.14240 8.07851
O -1.94641 -17.20997 4.16037
H -2.53262 -17.85190 3.78048
H -2.50271 -16.67313 4.73305
O 1.67172 -17.75404 10.78413
H 1.72264 -17.82051 9.84661
H 2.17929 -17.00161 11.04269
O 0.01884 -9.58364 8.59470
H 0.63484 -10.33683 8.38764
H 0.42512 -9.13580 9.36519
O -2.73963 -16.31932 11.90362
H -2.32361 -15.71254 12.56366
H -3.64248 -15.99143 11.67150
O -4.86595 -14.52425 10.83182
H -4.03234 -14.05989 10.70733
H -5.16356 -14.67476 9.91942
O -1.10926 -15.33649 6.86607
H -0.45833 -14.91435 7.48477
H -1.48174 -16.04292 7.39882
O -3.91815 -16.71152 6.26609
H -4.01823 -15.75311 6.29620
H -3.38989 -17.01894 7.00110
O -1.48203 -12.79312 4.32617
H -1.80511 -12.64110 3.43663
H -0.80078 -13.48716 4.30366
O -1.49626 -20.11144 7.83857
H -0.94747 -19.80984 8.54092
H -2.31005 -19.61421 8.02193
*
```

=====

No. 3
Formula: H42O21
Source: the OMol25 dataset
Level of theory: ωB97M-V/def2-TZVPD

As for the HOMO energy: -0.393 hartree. The value obtained for the energy above the lowest of the compared OMol25 structures with the same formula, charge and spin is 182.0 kcal/mol. The calculation puts the gap between HOMO and LUMO at 9.891 eV. The calculation puts the calculated total energy at -43677.9213 eV.

Geometry as ORCA input:
```
! wB97M-V def2-TZVPD RIJCOSX def2/J DEFGRID3
* xyz 0 1
O -1.47729 2.08231 -3.88844
H -1.11580 2.91914 -3.59507
H -1.10764 1.31747 -3.39401
O -1.10985 -0.44531 -3.32735
H -1.30854 -0.11852 -4.21968
H -0.21070 -0.76965 -3.45064
O -1.77778 -1.98622 0.82624
H -1.03866 -2.16748 1.40049
H -2.47658 -1.75678 1.45225
O -3.06016 -0.28590 -0.61112
H -2.51964 -1.08221 -0.56004
H -3.69265 -0.29224 -1.34326
O 2.98528 -3.31523 -1.74000
H 2.59314 -2.90714 -0.96404
H 3.92171 -3.14866 -1.58744
O 0.51462 2.40132 0.77559
H 0.03036 1.72425 0.22909
H 0.94783 1.70082 1.28110
O 4.53836 -1.26930 1.27890
H 4.54311 -0.42167 1.72767
H 5.16493 -1.07023 0.58270
O 0.07735 -3.33784 -2.06298
H -0.64779 -3.71700 -1.59691
H 0.70342 -3.07787 -1.38769
O 2.04025 -3.62488 1.45668
H 1.39599 -4.32105 1.29819
H 2.37011 -3.36121 0.59898
O -3.90444 -0.30380 -3.29091
H -3.93533 -1.27053 -3.24390
H -3.08895 -0.17118 -2.77339
O -0.12815 0.08481 3.86042
H 0.58739 0.31092 4.47143
H -0.30154 0.98705 3.55325
O 1.77283 -0.87466 0.43153
H 2.30840 -1.19884 1.16670
H 1.03262 -0.65154 1.02384
O 3.36962 2.60304 2.88783
H 3.73124 2.90368 2.05178
H 2.43966 2.41408 2.82881
O 0.97598 1.24587 -3.49008
H 1.80084 0.75465 -3.41157
H 1.26362 2.16567 -3.48491
O 4.62500 0.61543 -0.54942
H 4.40494 1.29846 -1.19206
H 4.98653 -0.09941 -1.08145
O 0.45283 3.04661 3.72839
H -0.28055 3.62944 3.96147
H 0.91146 3.64004 3.11638
O -2.83406 2.70737 3.02395
H -2.05753 3.27257 2.96120
H -3.11831 2.73469 2.09283
O -2.61562 -0.97690 3.94412
H -1.66966 -0.71966 4.00094
H -2.85281 -0.50434 3.13528
O -2.61119 -2.58785 -2.11326
H -1.81246 -2.11120 -1.92196
H -2.93702 -2.81956 -1.23472
O -3.26057 2.89574 0.19853
H -2.94710 2.35755 -0.53458
H -4.12761 2.63576 0.50614
O -0.52200 0.72995 -1.03757
H 0.30050 0.22042 -1.05284
H -0.24193 1.36674 -1.71139
*
```

=====

No. 4
Formula: H43O21
Source: the OMol25 dataset
Level of theory: ωB97M-V/def2-TZVPD

As for the HOMO energy: -0.472 hartree. The value obtained for the energy above the lowest of the compared OMol25 structures with the same formula, charge and spin is 142.2 kcal/mol. The calculation puts the gap between HOMO and LUMO at 10.243 eV. The calculation puts the calculated total energy at -43686.6438 eV.

Geometry as ORCA input:
```
! wB97M-V def2-TZVPD RIJCOSX def2/J DEFGRID3
* xyz 1 1
O 1.47302 -0.72210 0.21522
H -1.06817 -1.33953 -4.68296
H 2.16951 -1.34527 0.43427
O -4.52775 -0.87535 0.48839
H -3.97856 -1.28208 1.16069
H 0.92493 -0.50898 0.92984
O 3.52531 -3.38789 0.83770
H 3.74311 -3.92460 0.02387
H -1.24444 3.07794 4.15419
O 2.17754 -0.23172 -3.25869
H -0.65281 3.66441 2.82342
H -1.10424 -1.54136 -0.51243
O -1.60825 -0.60986 0.57967
H -3.96822 -1.77724 -1.34565
H -1.67109 -1.22856 1.36311
O -0.75850 2.88744 3.36095
H 2.15065 0.53986 -3.98833
H -2.18087 -2.47411 3.74482
O -2.43902 -4.45461 -0.07590
H -2.53503 -0.52472 0.42018
H -1.93987 -4.35886 0.76943
O 4.42967 -0.36501 1.37010
H 3.76420 0.29662 1.36854
H 4.93420 -0.81476 0.72986
O -1.06249 2.16017 -2.98956
H -1.88051 2.00867 -2.45371
H -0.94736 3.07783 -2.89533
O -3.79124 -1.45130 -2.23089
H -1.86917 -1.51042 -3.29345
H -4.53992 -0.92412 -2.56955
O 0.02938 -0.15597 -2.57973
H -0.50453 0.72902 -3.03676
H 0.75807 0.26565 -2.03585
O 3.95089 2.33913 -1.88542
H 3.49461 2.13052 -1.01343
H 4.83273 1.89712 -1.80110
O -3.58464 2.58192 -0.30283
H -0.22818 -1.15441 -2.32736
H -4.12551 3.32427 -0.60199
O -2.64553 -1.88254 3.11563
H -2.15566 -1.09568 3.24815
H 0.64125 0.89930 1.74729
O -0.70248 -0.02029 3.87628
H -0.47741 -0.57034 4.61736
H -4.79133 -0.09743 1.00671
O 0.79602 5.43013 0.11327
H 2.68819 -0.97217 -3.44719
O 4.17136 -0.28381 -1.19743
H 3.28373 0.25148 -1.34280
H 4.74315 0.45472 -0.99060
O 0.22556 1.56478 1.16202
H -0.59498 1.76203 1.66956
H -3.25317 2.82974 0.56316
O -0.70463 -2.17999 -1.24463
H -2.02622 -5.06364 -0.62864
H -1.06978 -3.00940 -1.02888
O 2.09463 0.59958 2.66306
H 2.46186 1.13851 3.43586
H 2.22990 -0.30076 3.03297
O -1.61884 -0.91714 -3.98340
H 4.36775 -3.32269 1.27254
H -0.08406 0.71545 3.77118
H 1.19825 4.61720 0.53527
H 1.07497 5.43524 -0.86007
*
```

=====

No. 5
Formula: H43O21
Source: the OMol25 dataset
Level of theory: ωB97M-V/def2-TZVPD

As for the HOMO energy: -0.509 hartree. The value obtained for the energy above the lowest of the compared OMol25 structures with the same formula, charge and spin is 114.0 kcal/mol. The calculation puts the gap between HOMO and LUMO at 11.003 eV. The calculation puts the calculated total energy at -43687.8662 eV.

Geometry as ORCA input:
```
! wB97M-V def2-TZVPD RIJCOSX def2/J DEFGRID3
* xyz 1 1
O -3.65896 0.42889 0.10013
H 4.88250 0.32304 0.05444
H -2.61110 -2.23959 3.91535
O 1.52794 -0.35567 0.83982
H 1.66951 -1.27138 0.57832
H 2.17992 2.50209 -4.31168
O 5.09741 1.21021 -0.20101
H 4.31973 1.69671 -0.45682
H -0.77467 0.22660 3.68210
O 1.97455 3.69650 -0.70221
H -0.61984 -1.13876 3.83799
H 3.28740 -1.79915 0.82927
O -2.22952 -1.74257 -0.21541
H -2.67546 1.79108 2.89018
H -2.97405 -1.25602 0.20290
O -0.09881 -0.34249 4.11707
H -1.27293 3.28045 -0.87744
H -0.90951 -4.75565 1.89347
O -0.49156 1.00097 -1.35706
H -2.67303 -2.54582 -0.53819
H 0.92755 -0.41084 3.55302
O 1.38817 2.02997 -4.52849
H -3.39906 0.11072 -0.82855
H 2.09807 0.62532 2.90813
O -4.11615 0.81253 -2.46939
H -1.51366 -3.57546 -2.79891
H 1.17783 3.80508 3.42768
O -2.29560 0.90011 2.98832
H 2.50075 3.73974 0.12563
H -0.71407 -1.53217 -4.44526
O -2.02820 3.80589 -1.18728
H -2.51342 3.00118 -1.45406
H 0.10174 0.87859 -0.60420
O 2.25925 1.10524 -2.23325
H 2.55787 1.06469 -3.13385
H 0.15110 0.96219 -2.12456
O -0.71130 -3.60587 -2.24498
H -3.21670 0.65794 -2.74242
H -0.48023 -2.67292 -2.38086
O -1.15430 -3.99061 1.37853
H -0.33551 -3.70605 0.99702
H 1.19195 1.57287 -5.31920
O -1.80342 -2.35028 3.38431
H -2.19437 -1.54997 -4.11621
H 2.04869 0.22254 0.26455
O 2.04951 -3.72032 -0.59637
H -4.47102 -0.10966 -0.01989
O -0.01063 2.38978 0.96927
H -0.44061 1.53042 1.06261
H 2.66354 -0.69545 2.63394
O -1.50117 -2.05715 -4.55136
H -4.26112 1.65645 -2.03517
H -0.70586 2.95223 0.64383
O 2.92212 -2.51127 1.35909
H -2.96291 0.45512 2.43301
H 2.20136 1.83780 -1.63408
O 2.25588 -0.21967 3.38726
H 2.91966 -3.26930 0.74455
H 1.48658 4.52729 -0.78424
O 1.78136 3.56436 2.71793
H 1.13603 3.50214 2.00128
H -2.13981 -2.56463 2.51699
H 1.26235 -3.80370 -0.05820
H 1.93820 -4.07431 -1.48737
*
```

=====

No. 6
Formula: H46O23Zn
Source: the OMol25 dataset
Level of theory: ωB97M-V/def2-TZVPD

As for the HOMO energy: -0.528 hartree. The calculation puts the gap between HOMO and LUMO at 9.354 eV. The calculation puts the calculated total energy at -96248.3575 eV.

Geometry as ORCA input:
```
! wB97M-V def2-TZVPD RIJCOSX def2/J DEFGRID3
* xyz 2 1
Zn -0.30415 0.19223 -0.32787
O 1.53748 0.64111 -1.19666
H 1.57694 1.54853 -1.49875
H 2.32081 0.23160 -1.56397
O -0.52258 4.56231 2.35684
H 0.21401 4.10833 1.94749
H -0.92626 5.05660 1.64343
O -1.13786 -4.10594 1.42129
H -0.22218 -4.30005 1.62149
H -1.34081 -4.65845 0.66645
O 0.20319 -1.79290 -0.31808
H 0.59288 -2.00663 0.52968
H 0.01220 -2.64252 -0.71546
O 1.40876 -2.50517 1.86833
H 2.27411 -2.22028 1.57466
H 1.55576 -2.85021 2.74900
O -3.55854 -2.47005 -0.24881
H -3.63130 -3.23677 0.31959
H -3.83863 -2.78184 -1.10937
O -0.42357 -0.75113 3.75586
H -0.42866 -0.41951 4.65376
H -0.16880 -1.66989 3.84079
O 0.17808 -4.09751 -2.21900
H -0.64567 -4.56818 -2.09190
H 0.04661 -3.59678 -3.02412
O -0.95624 -0.14116 -2.18725
H -1.72029 0.18278 -2.66425
H -0.48131 -0.67185 -2.82681
O -1.19044 1.90811 3.35110
H -0.68987 1.09798 3.25434
H -2.09392 1.65624 3.16001
O -3.46720 3.22140 0.81062
H -4.30591 2.82730 1.05038
H -3.69106 3.88167 0.15475
O 3.82479 2.84064 0.26743
H 4.06615 3.56511 0.84459
H 4.29198 2.08464 0.62299
O 3.59543 -1.50911 0.72893
H 3.49301 -1.23786 -0.18330
H 4.16331 -0.84239 1.11524
O 3.18040 -3.17844 -2.14756
H 3.44161 -3.61317 -1.33577
H 2.26519 -3.43027 -2.27091
O -0.85215 2.16018 -0.22784
H -0.40417 2.88481 -0.66425
H -1.57813 2.57344 0.23949
O -3.06790 0.40918 -3.64322
H -2.84787 1.08532 -4.28404
H -4.02125 0.33655 -3.68871
O 4.17986 -0.25390 -1.60863
H 5.05344 0.13562 -1.57186
H 4.16694 -0.73667 -2.43507
O -3.65961 0.95924 2.79029
H -4.38353 1.41915 2.36524
H -4.06850 0.48563 3.51467
O 0.62705 -1.77618 -3.70635
H 1.41031 -1.41397 -4.12050
H 0.00884 -1.89753 -4.42699
O 0.24963 3.02365 -2.66952
H 0.79525 3.74836 -2.97504
H -0.56530 3.11183 -3.16383
O -2.12824 -0.10409 0.68475
H -2.61844 -0.70748 0.12632
H -2.69682 0.03815 1.44153
O 0.55557 0.36745 1.49303
H 0.94523 1.13186 1.91737
H 0.29677 -0.20294 2.21685
O 1.65672 2.88543 1.96222
H 2.37792 2.67010 1.37084
H 2.07113 3.35857 2.68377
*
```